1.
Formula: C19H35Cl4F3N6O21
Source: the OMol25 dataset
Level of theory: wB97M-V/def2-TZVPD

Properties
Strongest force on any atom: 0.382 Eh/bohr
LUMO level: -1.144 eV
HOMO energy: -6.0519 eV
Calculated total energy: -4791.53607 a.u.
Total charge: 0

Structure (XYZ):
```
88
Properties=species:S:1:pos:R:3:lowdin_charge:R:1
C 3.34485 0.88894 -0.83765 -0.1719
N 4.53052 0.27063 -0.09000 -0.4537
O 4.21689 -0.56821 0.70803 -0.0101
O 5.67101 0.64240 -0.35982 0.0039
H 3.24356 0.18396 -1.66279 0.1162
H 3.64224 1.91009 -1.07619 0.0347
H 2.40378 0.98230 -0.29566 -0.0816
C -2.01894 -2.08675 0.62331 -0.3672
N -2.98911 -3.16708 0.76204 -0.3520
O -2.67751 -4.25275 0.19539 0.0047
O -3.89838 -2.99988 1.53233 0.1075
H -0.99703 -2.33659 0.90857 0.0492
H -2.40664 -1.24639 1.19915 -0.0047
H -2.07993 -1.87969 -0.44509 0.0933
C -1.45747 2.42115 -1.04551 -0.0105
N -2.14416 3.65250 -1.50387 -0.3504
O -2.18018 3.84039 -2.70716 0.0812
O -2.34882 4.49399 -0.59758 0.0383
H -0.49695 2.39322 -1.56000 0.0227
H -2.10804 1.62596 -1.40956 0.0819
H -1.28475 2.33415 0.02719 0.1017
C -1.29803 -3.63606 -1.94957 0.0472
N -0.15783 -2.76849 -1.62407 -0.2582
O 0.93264 -3.26835 -1.99103 0.0899
O -0.31245 -1.68917 -1.10650 -0.0872
H -1.76613 -3.03727 -2.73087 0.0399
H -1.84359 -3.88281 -1.03876 0.0409
H -0.91759 -4.55740 -2.39062 0.1244
C 3.35798 -2.32638 -0.58987 0.1068
N 2.04894 -1.54561 -0.50425 -0.2897
O 1.27193 -1.67672 0.41383 -0.0847
O 1.79407 -0.71494 -1.38139 -0.2329
H 4.19318 -1.84597 -1.09953 0.1154
H 3.13952 -3.29364 -1.04242 0.1048
H 3.58976 -2.50946 0.45934 0.0972
C 0.04816 0.06969 -2.99985 0.0239
N -0.47315 -0.93437 -4.03644 -0.2836
O -1.22738 -1.81080 -3.60988 -0.0136
O 0.01748 -0.85580 -5.16431 0.0986
H 0.44196 0.98773 -3.43598 0.1099
H 0.82132 -0.46811 -2.45115 0.0464
H -0.69866 0.23854 -2.22407 0.0601
C -2.88068 3.61921 2.07042 -0.0162
C -2.67468 2.10539 2.03239 -0.2293
O -1.37755 1.92259 2.57261 0.0698
C -0.64552 3.04898 2.46544 -0.4583
O 0.55413 3.17436 2.75122 -0.2201
O -1.49372 4.02582 2.07563 0.0746
F -2.62252 1.60670 0.79666 -0.0172
H -3.29390 4.01541 2.99799 0.1446
H -3.49243 4.00826 1.25647 0.1266
H -3.51374 1.62908 2.53957 0.1878
C -3.42589 -0.29580 -3.05145 0.0115
C -3.74344 -1.38994 -2.11364 -0.2473
O -3.55345 -0.81943 -0.89801 0.1585
C -2.54454 0.06918 -1.02800 -0.4820
O -1.94757 0.60426 -0.16812 -0.1247
O -2.37376 0.38504 -2.33477 -0.0120
F -2.74865 -2.32299 -2.32625 -0.0691
H -4.26573 0.39890 -3.06475 0.1600
H -3.04585 -0.57900 -4.03302 0.1539
H -4.67855 -1.90859 -2.32503 0.1997
C 1.69030 -1.44811 2.40345 -0.1942
C 2.42104 -1.04979 3.66130 -0.3696
O 1.33570 -0.85934 4.46628 0.1501
C 0.39911 -1.78041 4.17327 -0.4995
O -0.57936 -2.03341 4.87070 0.1445
O 0.59246 -2.12005 2.86638 -0.0462
F 3.09390 0.06823 3.54626 0.0454
H 2.27414 -2.00484 1.67047 0.1189
H 1.38519 -0.52255 1.91526 0.0719
H 3.07442 -1.84290 4.02487 0.1795
Cl 1.23150 1.68624 -1.13111 1.0023
C 0.65934 0.24514 -0.18329 -0.4381
C -0.25623 0.51869 0.96822 -0.4153
Cl -1.01369 -0.94761 1.67960 1.2053
H 1.55788 -0.25700 0.17530 0.0459
H 0.20549 -0.45536 -0.88430 0.0039
H -1.08186 1.11282 0.57647 -0.0207
H 0.22258 1.09717 1.75829 -0.0660
Cl 4.96892 3.01743 0.25058 0.7143
C 3.94521 2.28683 1.51762 -0.5602
C 2.49939 2.68762 1.30632 -0.4376
Cl 1.53647 1.80660 2.54270 0.9911
H 4.19012 2.59393 2.53438 0.0935
H 4.02200 1.20344 1.42559 0.0325
H 2.09681 2.36054 0.34765 -0.0502
H 2.37014 3.76230 1.43464 0.0990
```

2.
Formula: C17H67N13O15
Source: the OMol25 dataset
Level of theory: wB97M-V/def2-TZVPD

Properties
Strongest force on any atom: 0.185 Eh/bohr
LUMO level: -0.601 eV
HOMO energy: -9.0754 eV
Calculated total energy: -2528.30644 a.u.
Total charge: 0

Structure (XYZ):
```
112
Properties=species:S:1:pos:R:3:lowdin_charge:R:1
O -0.61197 -1.73032 -5.56289 -0.0766
H 0.25938 -1.46527 -5.85737 -0.0375
H -0.79887 -1.15682 -4.81965 -0.0496
O 4.35529 1.89173 1.98587 -0.0456
H 4.45428 1.02156 1.59957 0.0272
H 4.92186 2.45447 1.45809 0.0174
O -1.51029 0.02619 -3.72564 -0.0288
H -2.33384 -0.43486 -3.56615 0.0627
H -1.17438 0.22663 -2.85202 0.0198
O -3.78844 2.24128 0.44810 -0.0495
H -3.76492 3.13005 0.80273 0.0212
H -3.22149 1.73550 1.03033 -0.0107
O 3.66834 2.25131 -1.58586 -0.0417
H 4.27313 2.89464 -1.21627 0.0553
H 3.00007 2.77584 -2.02689 0.0426
O 4.41803 -1.74043 -0.21680 -0.0796
H 3.79275 -1.04767 -0.42975 -0.0509
H 4.91840 -1.86813 -1.02275 -0.0243
O 3.42595 -3.71411 -4.13043 -0.0503
H 3.74113 -4.20452 -4.88964 0.0341
H 3.03813 -2.92131 -4.50096 -0.0025
C 2.74914 -0.51255 -6.39831 -0.8431
O 2.02960 -1.44341 -6.50601 0.0800
N 2.37213 0.65715 -6.03445 0.2089
N 3.98672 -0.62909 -6.68077 0.1696
H 3.06875 1.37629 -5.90160 0.1171
H 1.38575 0.79180 -5.86408 0.1379
H 4.41379 -1.36883 -7.21974 0.1469
H 4.46523 0.25605 -6.59326 0.1117
C 5.82634 -0.84332 -3.11382 -0.7637
O 6.32400 -1.33899 -2.11859 0.0388
N 5.60531 -1.46855 -4.24875 0.1744
N 5.49860 0.40373 -3.19968 0.1748
H 6.08550 -2.34169 -4.41350 0.1277
H 5.22688 -0.90056 -4.99325 0.0513
H 5.66234 1.03729 -2.43034 0.1126
H 5.15379 0.72078 -4.09449 0.0946
C -5.45586 -2.54485 -1.11190 -0.7700
O -6.01454 -2.18908 -2.15601 0.0193
N -6.14808 -2.74712 -0.04679 0.1681
N -4.15632 -2.67119 -0.94425 0.1606
H -5.70249 -2.83124 0.85569 0.1134
H -7.13623 -2.56636 -0.15157 0.1299
H -3.62757 -2.55137 -1.79639 0.0980
H -3.77942 -3.17248 -0.15257 0.0998
C -0.17525 -4.42190 -1.51750 -0.7627
O 0.41312 -4.39023 -0.43737 0.0166
N 0.37330 -4.86092 -2.66047 0.1776
N -1.42728 -4.17185 -1.63421 0.1651
H -0.17223 -5.01127 -3.49706 0.1076
H 1.32700 -5.18941 -2.71196 0.1082
H -1.94691 -3.98839 -0.78779 0.0887
H -1.85670 -3.84870 -2.48936 0.1119
C 1.52873 -0.52579 3.53923 -0.8562
O 2.52971 -0.47871 4.24992 0.0370
N 0.44716 0.04965 3.72947 0.1827
N 1.39056 -1.33046 2.58312 0.2020
H 0.34992 0.53773 4.60834 0.1300
H -0.10307 0.22019 2.89986 0.0833
H 0.46457 -1.43912 2.19477 0.0882
H 2.13356 -1.93856 2.26964 0.1449
C 1.91851 -0.89133 -2.70737 -0.0125
C 1.20020 -0.16670 -1.48172 -0.3664
C -0.01384 -0.95922 -0.90710 -0.1798
O -0.45142 -0.28638 0.24909 -0.2157
C -1.60059 -0.95608 0.84888 -0.0687
N 2.22926 -0.07222 -0.49737 0.0396
H 2.22362 -1.93080 -2.58692 0.0744
H 2.84411 -0.34486 -2.88832 0.0534
H 1.31496 -0.90118 -3.61496 0.0480
H 0.89689 0.83025 -1.80137 0.1248
H 0.33270 -1.92897 -0.54987 0.1169
H -0.79955 -0.95728 -1.66258 0.0969
H -1.52996 -0.45616 1.81490 0.0532
H -1.42840 -2.00358 1.09623 0.0926
H -2.54809 -0.74325 0.35385 0.0843
H 2.73672 0.76880 -0.73249 0.0378
H 1.79954 0.21007 0.37198 0.0731
C 1.02174 4.04648 -0.09063 -0.0437
C -0.43854 3.67577 0.37275 -0.4183
C -0.54475 3.42011 1.90320 -0.1676
O -1.86879 2.95355 2.20550 -0.2470
C -2.13908 3.15807 3.61546 -0.0755
N -1.30159 4.77875 0.02544 0.0486
H 1.06683 4.16591 -1.17313 0.0684
H 1.77299 3.31778 0.21386 0.0585
H 1.27189 5.01903 0.33324 0.0740
H -0.79271 2.81151 -0.18914 0.1248
H -0.28441 4.36609 2.37800 0.1282
H 0.03296 2.56341 2.25021 0.1162
H -3.16778 2.85740 3.81412 0.0786
H -2.11898 4.18114 3.99099 0.0978
H -1.51880 2.45896 4.17634 0.0759
H -0.87467 5.49912 0.59015 0.0644
H -2.11685 4.60064 0.59442 0.0509
C -3.80788 2.18995 7.30688 -0.0881
C -3.87698 0.70191 7.17682 -0.4472
C -3.44544 0.25924 5.79851 -0.2027
O -4.35301 0.76343 4.82074 -0.1930
C -4.02585 0.27724 3.49864 -0.0858
N -2.93460 0.23210 8.18535 0.0359
H -2.82854 2.52082 6.96116 0.0805
H -3.98943 2.56973 8.31232 0.0806
H -4.53174 2.72218 6.68975 0.0767
H -4.89141 0.41124 7.44985 0.1431
H -3.59530 -0.82040 5.79549 0.1316
H -2.43793 0.61825 5.58844 0.1147
H -3.09312 0.71634 3.14464 0.0400
H -4.75122 0.65223 2.77662 0.0967
H -3.84652 -0.79469 3.58180 0.0878
H -2.82119 0.85609 8.97140 0.0677
H -2.06647 0.33855 7.68025 0.0597
```